# 1
2 unconnected molecules or ions with the total composition C3H9NO3. Source: the OMol25 dataset; level of theory: ωB97M-V/def2-TZVPD.

E   -10889.3365 eV
SMILES string   CNC(=O)CO.O
Net charge   0
E_LUMO   0.682 eV
2S+1   1
ΔE to the lowest compared entry with this formula, charge and spin   28.7 kcal per mole

```
16
Properties=species:S:1:pos:R:3:nbo_charge:R:1
C 0.545 0.031 -2.188 -0.424
N -0.015 -0.778 -1.145 -0.580
C -0.447 -0.461 0.065 0.643
O -0.337 0.697 0.493 -0.682
C -1.073 -1.539 0.984 -0.143
O 0.012 -2.099 1.717 -0.705
H 1.144 -0.481 -2.960 0.217
H 1.203 0.720 -1.632 0.231
H -0.242 0.621 -2.686 0.200
H -0.341 -1.713 -1.403 0.385
H -1.809 -1.036 1.640 0.196
H -1.589 -2.378 0.479 0.183
H 0.268 -1.442 2.398 0.481
O 1.274 3.281 1.539 -0.961
H 0.740 2.524 1.209 0.495
H 0.667 4.053 1.490 0.464
```


# 2
A molecular structure, C3H9NO3. Source: the OMol25 dataset; level of theory: ωB97M-V/def2-TZVPD.

E   -10883.3667 eV
Net charge   0
E_LUMO   0.757 eV
2S+1   1
ΔE to the lowest compared entry with this formula, charge and spin   166.4 kcal per mole

```
16
Properties=species:S:1:pos:R:3:nbo_charge:R:1
C 0.261 -0.738 0.243 0.119
C 0.288 -0.258 -1.108 -0.179
C 0.911 -0.002 1.366 -0.656
N -1.111 0.934 -0.915 0.003
O -2.363 0.295 -0.594 -0.633
O -0.914 1.964 0.038 -0.595
O 1.436 -1.860 -0.498 -0.810
H -2.975 0.708 -1.227 0.480
H -1.410 1.695 0.832 0.446
H 2.309 -1.444 -0.423 0.451
H -0.560 -1.393 0.516 0.224
H 1.065 0.450 -1.375 0.220
H -0.151 -0.880 -1.879 0.239
H 1.368 -0.705 2.067 0.239
H 0.158 0.553 1.937 0.230
H 1.690 0.680 1.020 0.222
```


# 3
2 unconnected molecules or ions with the total composition C3H9NO3. Source: the OMol25 dataset; level of theory: ωB97M-V/def2-TZVPD.

E   -10888.5465 eV
SMILES string   CNCC(=O)O.O
Net charge   0
E_LUMO   0.718 eV
2S+1   1
ΔE to the lowest compared entry with this formula, charge and spin   46.9 kcal per mole

```
16
Properties=species:S:1:pos:R:3:nbo_charge:R:1
C -0.180 0.752 0.939 -0.433
N -0.352 1.642 -0.330 -0.599
C -0.648 0.816 -1.457 -0.336
C -1.672 1.552 -2.256 0.789
O -2.612 2.234 -1.908 -0.593
O -1.687 1.036 -3.555 -0.700
H -0.218 1.398 1.792 0.209
H 0.687 0.035 0.917 0.202
H -0.929 -0.053 1.000 0.171
H -1.226 2.139 -0.213 0.367
H -1.202 -0.140 -1.326 0.209
H 0.230 0.701 -2.108 0.224
H -2.649 1.160 -3.767 0.491
O 3.929 -4.112 4.139 -0.950
H 3.657 -5.126 4.095 0.478
H 4.872 -4.033 4.040 0.473
```


# 4
2 unconnected molecules or ions with the total composition C3H9NO3. Source: the OMol25 dataset; level of theory: ωB97M-V/def2-TZVPD.

E   -10889.2215 eV
SMILES string   NCCC(=O)O.O
Net charge   0
E_LUMO   0.422 eV
2S+1   1
ΔE to the lowest compared entry with this formula, charge and spin   31.4 kcal per mole

```
16
Properties=species:S:1:pos:R:3:nbo_charge:R:1
N 0.524 0.021 -2.628 -0.854
C 0.770 -0.079 -1.180 -0.216
C -0.035 -1.253 -0.497 -0.534
C -0.201 -0.996 0.969 0.795
O 0.357 -1.578 1.850 -0.532
O -1.085 0.037 1.240 -0.771
H -0.384 0.371 -2.890 0.369
H 0.893 -0.754 -3.153 0.361
H 1.880 0.021 -1.042 0.214
H 0.333 0.871 -0.839 0.200
H 0.449 -2.223 -0.738 0.234
H -1.061 -1.221 -0.876 0.227
H -1.860 -0.231 1.744 0.508
O -0.013 2.993 0.454 -0.942
H -0.610 3.541 0.980 0.465
H -0.357 2.109 0.638 0.475
```


# 5
2 unconnected molecules or ions with the total composition C3H9NO3. Source: the OMol25 dataset; level of theory: ωB97M-V/def2-TZVPD.

E   -10879.2681 eV
Net charge   +1
E_LUMO (alpha / beta)   -3.257 / -8.854 eV
2S+1   2
ΔE to the lowest compared entry with this formula, charge and spin   35.4 kcal per mole

```
16
Properties=species:S:1:pos:R:3:nbo_charge:R:1
C -1.213 -1.400 1.063 -0.480
N -1.856 -0.804 -0.211 -0.072
C -1.171 0.451 -0.720 -0.410
C 0.151 0.309 -1.477 0.767
O 0.638 1.476 -1.882 -0.639
O 0.849 -0.742 -1.600 -0.561
H -1.427 -0.588 1.730 0.254
H -0.091 -1.468 0.914 0.316
H -1.458 -2.536 1.195 0.285
H -1.781 -1.537 -0.931 0.414
H -1.046 1.154 0.145 0.281
H -1.877 1.080 -1.389 0.307
H 1.586 1.318 -2.177 0.539
H 3.196 0.721 2.489 0.490
H 2.972 1.643 1.210 0.472
O 2.526 0.923 1.642 -0.962
```


# 6
C3H9NO3S2 in the gas phase. Source: the OMol25 dataset; level of theory: ωB97M-V/def2-TZVPD.

E   -32555.9422 eV
Net charge   0
E_LUMO   0.712 eV
2S+1   1
ΔE to the lowest compared entry with this formula, charge and spin   65.0 kcal per mole

```
18
Properties=species:S:1:pos:R:3:nbo_charge:R:1
C -1.082 1.917 -0.992 -0.231
C 2.939 -0.322 1.258 -0.864
C -1.364 -1.938 -1.014 -0.802
N 1.081 -1.160 -0.510 -1.158
O 1.912 1.248 -0.604 -0.992
O -0.827 -0.271 1.069 -0.922
O -0.707 0.617 -1.301 -0.708
S 2.474 -0.093 -0.517 1.457
S -0.313 -0.564 -0.280 2.193
H -0.411 2.412 -0.465 0.197
H -1.162 2.508 -1.865 0.199
H -1.993 1.905 -0.439 0.181
H 3.846 0.250 1.450 0.228
H 3.443 -1.277 1.181 0.224
H 2.328 -0.085 2.184 0.260
H -2.020 -2.558 -0.371 0.251
H -1.971 -1.320 -1.625 0.231
H -0.657 -2.605 -1.621 0.256
```


# 7
C3H9NO4 in the gas phase. Source: the OMol25 dataset; level of theory: ωB97M-V/def2-TZVPD.

E   -12931.9835 eV
SMILES string   CC(O)(O)CN(O)O
Net charge   0
E_LUMO   0.551 eV
2S+1   1
ΔE to the lowest compared entry with this formula, charge and spin   125.0 kcal per mole

```
17
Properties=species:S:1:pos:R:3:nbo_charge:R:1
C -0.569 -1.590 -0.688 -0.655
C -0.759 -0.276 -0.001 0.523
O -0.801 -0.380 1.351 -0.709
O -2.202 0.389 -0.643 -0.797
C -0.232 0.972 -0.578 -0.225
N 1.492 0.997 -0.081 0.046
O 1.391 1.123 1.376 -0.678
O 2.238 -0.185 -0.364 -0.589
H -1.289 -2.319 -0.307 0.238
H -0.691 -1.491 -1.766 0.232
H 0.424 -1.992 -0.457 0.225
H -0.106 0.217 1.719 0.516
H -2.601 0.815 0.132 0.462
H -0.472 1.890 -0.049 0.227
H -0.145 1.006 -1.659 0.240
H 2.199 1.607 1.619 0.496
H 2.122 -0.782 0.397 0.450
```


# 8
3 unconnected molecules or ions with the total composition C3H9NO4. Source: the OMol25 dataset; level of theory: ωB97M-V/def2-TZVPD.

E   -12936.5853 eV
SMILES string   O=CCNC=O.O.O
Net charge   0
E_LUMO   0.484 eV
2S+1   1
ΔE to the lowest compared entry with this formula, charge and spin   18.9 kcal per mole

```
17
Properties=species:S:1:pos:R:3:nbo_charge:R:1
O -2.910 -1.154 -2.534 -0.526
C -2.064 -0.293 -2.433 0.426
C -0.714 -0.560 -1.844 -0.353
N -0.830 -1.666 -0.906 -0.608
C -0.084 -1.695 0.229 0.545
O 0.714 -0.853 0.573 -0.639
H -2.350 0.699 -2.817 0.135
H -0.060 -0.857 -2.671 0.232
H -0.224 0.306 -1.408 0.244
H -1.626 -2.240 -1.033 0.420
H -0.283 -2.631 0.771 0.119
O 3.247 2.844 5.259 -0.931
H 4.109 2.394 5.162 0.467
H 3.475 3.653 5.711 0.464
O 1.183 1.991 0.033 -0.940
H 0.235 1.784 0.141 0.454
H 1.483 1.060 0.123 0.488
```


# 9
A gas-phase ion, C3H9NOP (charge +1). Source: the OMol25 dataset; level of theory: ωB97M-V/def2-TZVPD.

E   -16074.4020 eV
SMILES string   C[NH2+]/C=C\OP
Net charge   +1
E_LUMO   -4.335 eV
2S+1   1
ΔE to the lowest compared entry with this formula, charge and spin   34.6 kcal per mole

```
15
Properties=species:S:1:pos:R:3:nbo_charge:R:1
C 2.058 -1.046 -0.146 -0.419
N 1.295 -0.166 0.775 -0.508
C 0.670 0.985 0.124 -0.256
C -0.694 0.945 -0.121 0.244
O -1.612 0.001 0.161 -0.785
P -3.605 -0.388 -0.005 0.760
H 1.427 -1.311 -0.993 0.240
H 2.940 -0.522 -0.512 0.235
H 2.366 -1.954 0.368 0.234
H 1.909 0.139 1.541 0.438
H 0.514 -0.708 1.179 0.449
H 1.285 1.797 -0.199 0.246
H -1.071 1.838 -0.618 0.191
H -3.512 -0.569 -1.395 -0.033
H -3.971 0.961 -0.159 -0.036
```


# 10
3 unconnected molecules or ions with the total composition C3H9NOS. Source: the OMol25 dataset; level of theory: ωB97M-V/def2-TZVPD.

E   -17622.9071 eV
Net charge   0
E_LUMO (alpha / beta)   -1.014 / -0.695 eV
2S+1   1
ΔE to the lowest compared entry with this formula, charge and spin   168.3 kcal per mole

```
15
Properties=species:S:1:pos:R:3:nbo_charge:R:1
C 1.359 -0.573 -1.607 -0.358
C -0.370 -1.416 1.387 -0.753
C 1.351 0.558 -2.334 -0.407
N -1.278 0.908 2.499 -0.943
O 1.573 0.883 2.329 -0.738
S -0.609 0.429 1.205 0.911
H 0.790 1.714 2.685 0.418
H 1.153 -1.584 -2.019 0.187
H 1.635 -0.663 -0.422 0.190
H 0.678 -1.624 1.392 0.256
H -0.613 -1.805 2.382 0.253
H -1.012 -1.794 0.710 0.219
H 0.744 0.479 -3.106 0.188
H 1.411 1.468 -1.824 0.198
H -1.581 1.848 2.604 0.379
```


Look up the 2S+1 of the eighth one.
1


Among the records above, which one has the lowest E?
C3H9NO3S2


What is the ΔE to the lowest compared entry with this formula, charge and spin in the tenth record?
168.3 kcal per mole


Which formula does entry 4 have?
C3H9NO3